59
Properties=species:S:1:pos:R:3:forces:R:3 method="wB97M-V/def2-TZVPD" spin_multiplicity=6 relative_energy_kcal_mol=45.88 s_squared=8.75 total_energy_ev=-218948.602 largest_force_ev_per_a=3.4 gap_ev="6.1 / 6.3" homo_energy_ev="-7.5714 / -7.7458"
C -3.0947 1.7381 0.0317 -0.67 0.16 1.13
Br -3.1438 -2.7452 1.3629 0.41 0.29 0.03
H -5.4708 4.4465 1.5982 -0.54 -0.18 -0.09
C 2.7229 1.9410 -1.6330 0.24 0.53 -0.59
H -4.2770 4.9409 -0.3808 0.54 -0.07 -0.44
H -0.4910 -0.9653 -3.6364 -0.25 -0.41 0.64
C 2.6251 -0.4495 -2.0642 0.69 0.10 -0.96
O -1.7236 0.8930 -1.6646 -0.58 0.47 1.10
C 1.6503 -2.3168 -5.8206 -0.57 2.39 -0.72
H -5.2523 2.1228 2.6453 -0.03 0.05 0.00
O -1.7020 -0.1903 0.1802 -1.38 2.29 -0.19
C -0.2433 1.2437 5.7763 0.20 1.71 1.42
C 1.7490 -3.5878 -5.3813 0.32 -0.85 0.58
H -3.6714 0.6198 1.7858 0.13 -0.44 -0.40
C -4.9438 3.6374 1.1144 1.30 -0.18 0.44
N 1.4431 0.5042 -0.1063 -1.29 -2.30 1.43
H -2.6432 3.3544 -1.2964 0.02 -0.38 -0.41
O 1.1949 1.4688 0.5777 0.04 -0.16 -0.35
H -0.8692 2.0441 5.4104 -0.10 0.26 0.28
O 1.0007 -0.6657 0.1845 1.63 2.66 -1.31
C 1.0426 -4.0189 -4.2727 -0.88 0.90 1.75
N -0.8490 0.2267 3.6090 0.24 -1.78 -0.46
C 3.4841 2.1644 -2.8083 -0.82 -1.45 1.44
O -0.5174 -0.6874 2.8245 0.07 1.17 1.23
C -3.8285 1.5001 1.1801 -0.23 -1.05 1.28
O -1.7145 1.0205 3.3499 0.47 0.25 0.60
H 2.2393 -1.4405 -1.8759 0.01 0.03 0.46
C 0.4993 1.3407 7.0177 -0.54 -0.85 -2.51
H 4.2547 1.2942 -4.5240 0.25 -0.47 -0.18
C 0.8048 -1.3925 -5.2175 0.07 -0.99 1.08
H 3.9087 3.1163 -3.0913 -0.44 0.20 0.15
C -4.7472 2.4068 1.7339 0.41 0.01 -0.97
Mn -0.7488 -1.8686 0.9926 -0.10 -1.90 0.15
C 2.3008 0.6546 -1.2714 0.43 0.27 -1.16
C -4.1355 3.9462 0.0153 -1.23 -0.56 0.69
C 0.7983 -0.8556 5.1642 0.37 0.93 0.06
C 3.7575 1.0611 -3.5940 0.37 -1.13 -0.24
H 0.8207 -0.3567 -5.5228 -0.25 0.01 -0.11
C 1.5554 -0.7680 6.3204 -1.72 0.12 0.86
Br 0.8997 -3.8779 1.3860 -0.36 0.82 -0.13
H 2.3976 2.8063 -1.0745 0.08 -0.15 0.35
H 0.6569 2.2598 7.5625 -0.80 -0.02 0.21
O -0.8312 -2.4597 -1.5694 0.22 0.22 0.27
H 2.5311 -4.1539 -5.8652 -0.25 -0.72 0.23
H 1.3354 -4.9761 -3.8672 -0.61 -0.16 0.22
H 2.2226 -1.5861 6.5485 0.22 0.16 0.07
O -0.6901 -4.5546 -2.0922 -0.20 -0.86 0.89
C -3.2902 2.9891 -0.5126 1.34 1.25 -1.49
H 1.0181 -1.6022 4.4154 -0.27 -0.13 0.00
N -0.4844 -3.3927 -2.2696 0.05 -0.18 -1.55
H 1.8588 0.2349 8.2093 0.11 0.01 0.09
C -0.1240 0.1915 4.9367 0.62 -1.05 -0.87
C 0.1677 -3.0955 -3.5601 2.00 1.13 -2.08
C 3.4166 -0.2717 -3.2281 -1.30 1.59 1.15
C 1.2824 0.2522 7.2961 1.35 -0.83 -0.79
C 0.0874 -1.7723 -4.0614 0.31 -0.31 -0.79
H 2.2774 -1.9757 -6.6311 0.05 -0.05 -0.19
H 3.5869 -1.1510 -3.8317 0.25 0.23 -0.20
N -2.1037 0.7580 -0.5049 0.60 -0.62 -1.07

12
Properties=species:S:1:pos:R:3:forces:R:3 method="wB97M-V/def2-TZVPD" spin_multiplicity=1 relative_energy_kcal_mol=106.98 total_energy_ev=-11283.901 largest_force_ev_per_a=7.0 gap_ev=8.6 homo_energy_ev=-9.1232
O -0.8745 -1.3996 -1.5734 -3.37 2.15 -5.69
C -0.7315 -0.6378 0.6129 0.79 -1.07 -3.66
H 0.7657 0.3494 -2.2371 0.33 0.06 -1.84
H -1.2854 -0.5562 -2.3452 1.21 -4.18 3.14
N -0.2297 -0.6713 -0.6912 1.83 2.02 0.76
N 1.1534 1.0857 -0.3442 1.00 1.58 -0.23
C 0.9229 1.0484 1.0516 1.57 -0.30 1.98
O 1.7629 1.5564 1.8495 -3.12 -1.46 -2.51
H -0.5660 0.1994 2.5207 -0.03 -0.16 0.01
C -0.2713 0.1653 1.4845 3.50 4.68 2.24
C 0.6359 0.3108 -1.2081 -1.64 -1.31 5.56
H -1.2824 -1.4505 0.8800 -2.07 -2.00 0.24

28
Properties=species:S:1:pos:R:3:forces:R:3 method="wB97M-V/def2-TZVPD" spin_multiplicity=6 relative_energy_kcal_mol=312.40 charge=+2 s_squared=8.89 total_energy_ev=-54483.287 largest_force_ev_per_a=12.1 gap_ev="4.6 / 4.9" homo_energy_ev="-15.0665 / -15.0670"
Sm 0.0210 0.1586 0.0032 2.70 11.37 -3.22
N 1.6014 -1.3441 1.8277 -1.78 2.98 -2.02
C 2.6484 -0.5550 2.3658 1.57 -3.39 2.89
C 4.4153 -0.8342 4.0984 0.28 -0.43 0.30
O -0.0023 2.2405 -5.3119 -0.09 -0.08 6.96
C 3.3806 -1.3157 3.3436 -1.36 -0.72 -0.88
C 1.3238 -2.4489 2.4362 3.41 -0.90 3.67
H 4.9031 -1.4697 4.8372 -0.07 0.20 -0.20
C 4.7777 0.4804 3.9167 0.26 0.80 -0.12
N 0.2670 -3.1915 2.5932 -3.60 -0.80 -0.26
C -1.9472 -0.0662 -0.2621 -11.17 -2.89 -2.37
C -0.0030 -1.9489 0.1062 -0.52 -5.26 -1.24
H 4.3559 2.3335 2.8917 -0.34 -0.86 -0.01
C -0.0696 0.3857 1.9457 -2.30 -1.29 5.88
H 5.5891 0.9074 4.5085 -0.27 -0.08 -0.24
C 4.0746 1.2674 3.0021 1.12 0.79 0.80
H 0.2231 -4.0471 3.1779 0.56 1.04 -0.53
C 3.0357 0.7408 2.2757 -1.31 1.98 -1.66
S 2.6503 -2.9201 3.5616 -0.04 0.81 -0.69
H 2.5083 1.4517 1.6038 0.29 -0.31 0.42
C -0.0172 2.2221 -4.1252 0.09 0.04 -6.87
C 1.9631 0.0023 -0.2362 8.48 -2.30 -3.18
H -0.6810 -2.8738 2.3012 1.33 -0.56 0.31
H 0.0384 -0.3179 -1.7037 -0.58 -2.08 -2.53
O -3.0436 -0.1262 -0.4803 0.25 0.37 0.17
O 3.0515 -0.0396 -0.3637 3.04 0.13 -0.67
O -0.0680 0.5678 3.0117 0.19 1.75 6.05
O 0.0392 -3.0667 0.1246 -0.15 -0.30 -0.77